(1)
The following is a DFT calculation (ωB97M-V/def2-TZVPD) of an isolated molecule of C5H8O2 in a non-equilibrium geometry.

Geometry (Å):
C 0.6719 -1.4134 -0.3886
C -0.0325 -0.1719 0.1330
C 0.7398 0.5132 1.2590
C -0.4065 0.7157 -1.0176
C -1.8081 0.8614 -0.1954
O -2.8691 1.4114 -0.1341
O -1.4388 -0.2668 0.5361
H 0.0264 -1.9917 -1.0570
H 1.5478 -1.0985 -0.9838
H 1.0346 -2.0343 0.4264
H 0.2659 1.4546 1.5643
H 0.7803 -0.1357 2.1419
H 1.7665 0.7282 0.9417
H 0.4422 1.3377 -1.3630
H -0.7205 0.0901 -1.8629

Computed properties:
* highest occupied orbital energy: -10.5151 eV
* calculated total energy: -345.7716 a.u.
* structure (SMILES): CC1(C)CC(=O)O1
* ΔE to the lowest compared entry with this formula, charge and spin: 0.9067 eV
* strongest force on any atom: 1.77 eV/Å

=====

(2)
The following is a DFT calculation (ωB97M-V/def2-TZVPD) of a cluster of 2 separate species, C2H4N2S in total in a non-equilibrium geometry.

Geometry (Å):
C 2.1564 -0.9141 0.5694
C -1.4163 0.6714 0.2882
N 2.7049 -1.5826 1.3215
N 0.8103 0.0041 -1.0494
S -0.6520 -0.5426 -0.8790
H -1.7039 0.1461 1.1748
H -2.3452 0.9670 -0.1889
H -0.9459 1.6315 0.4636
H 1.3916 -0.3807 -1.7004

Computed properties:
* highest occupied orbital energy (spin up / spin down): -9.4566 / -9.7930 eV
* calculated total energy: -586.1363 a.u.
* ΔE to the lowest compared entry with this formula, charge and spin: 4.3017 eV
* strongest force on any atom: 4.34 eV/Å

=====

(3)
The following is a DFT calculation (ωB97M-V/def2-TZVPD) of a structure of composition C47H46ClN8O4P2Rb in a non-equilibrium geometry.

Geometry (Å):
Rb -0.4040 -0.0630 -0.2775
C 0.5901 2.0397 2.3158
P -1.2161 2.2325 2.7393
C -1.0906 3.1217 4.3522
C -0.0726 4.0018 4.7140
C -0.1143 4.6736 5.9262
C -1.1710 4.4714 6.8036
C -2.1806 3.5827 6.4658
C -2.1344 2.9115 5.2516
C -1.6408 3.6433 1.6307
C -1.9803 3.2651 0.3298
C -2.3292 4.2011 -0.6300
C -2.3602 5.5465 -0.2929
C -2.0415 5.9387 0.9989
C -1.6847 4.9983 1.9566
C 1.1071 0.9332 3.1723
C 1.9864 0.9688 4.2464
C 2.0334 -0.3499 4.7722
C 1.1726 -1.0961 3.9819
C 0.7077 -2.5251 3.8967
P -0.4249 -2.4631 2.4112
C -1.9410 -1.6415 3.0351
C -2.2320 -1.3671 4.3674
C -3.4015 -0.7033 4.7079
C -4.2882 -0.2876 3.7222
C -4.0007 -0.5427 2.3902
C -2.8378 -1.2222 2.0564
C -0.9950 -4.2439 2.5860
C -2.2536 -4.6759 3.0054
C -2.5554 -6.0300 3.0889
C -1.6090 -6.9849 2.7486
C -0.3579 -6.5738 2.3065
C -0.0642 -5.2228 2.2193
N 0.6173 -0.3213 3.0154
H 1.1395 2.9644 2.4823
H 0.6530 1.7864 1.2508
H 0.7629 4.1666 4.0455
H 0.6799 5.3643 6.1861
H -1.1983 4.9966 7.7513
H -3.0011 3.4136 7.1537
H -2.9129 2.2062 4.9834
H -2.0032 2.2096 0.0803
H -2.5964 3.8596 -1.6214
H -2.6392 6.2871 -1.0331
H -2.0838 6.9876 1.2726
H -1.4515 5.3275 2.9594
H 2.5129 1.8387 4.6184
H 2.6271 -0.6911 5.6094
H 0.1845 -2.8824 4.7885
H 1.5122 -3.2363 3.6857
H -1.5369 -1.6544 5.1471
H -3.6147 -0.4995 5.7521
H -5.1886 0.2521 3.9929
H -4.6523 -0.1943 1.5989
H -2.6274 -1.4157 1.0090
H -3.0068 -3.9447 3.2714
H -3.5392 -6.3417 3.4229
H -1.8458 -8.0403 2.8193
H 0.3864 -7.3084 2.0201
H 0.9106 -4.9104 1.8538
N 2.7507 -1.7215 1.2772
C 2.3994 -2.7157 0.4552
N 3.2220 -3.7795 0.3930
C 2.8517 -4.6938 -0.4896
N 3.6238 -5.8351 -0.5597
N 1.8042 -4.6311 -1.3029
C 1.0475 -3.5344 -1.1481
N 1.2744 -2.5766 -0.2702
C -0.1062 -3.3966 -2.0640
C -0.3352 -4.3711 -3.0362
C -1.3541 -4.1805 -3.9494
C -2.1161 -3.0262 -3.8716
C -1.8353 -2.1261 -2.8528
N -0.8666 -2.3015 -1.9645
H 3.4799 -1.9084 1.9431
H 2.0436 -1.0420 1.5430
H 4.5620 -5.7116 -0.2170
H 3.5402 -6.3208 -1.4372
H 0.3030 -5.2412 -3.0501
H -1.5494 -4.9187 -4.7181
H -2.9132 -2.8202 -4.5723
H -2.4322 -1.2271 -2.7527
C 2.1226 4.2750 0.0062
N 1.9625 3.1593 -0.8987
C 1.1184 3.5349 -2.0181
C 3.2619 2.6792 -1.3602
C 3.2014 1.4810 -2.2946
C 4.0428 1.4928 -3.4087
C 4.0485 0.4277 -4.3013
C 3.2034 -0.6463 -4.0638
C 2.3793 -0.6418 -2.9373
C 2.3445 0.4064 -2.0063
H 2.5895 5.1545 -0.4811
H 2.7545 3.9763 0.8461
H 1.1449 4.5768 0.3915
H 1.6064 4.2870 -2.6684
H 0.1827 3.9549 -1.6456
H 0.8942 2.6520 -2.6150
H 3.8503 2.4149 -0.4739
H 3.7993 3.5068 -1.8711
H 4.6953 2.3472 -3.5913
H 4.6965 0.4422 -5.1727
H 3.1820 -1.4851 -4.7585
H 1.7496 -1.5168 -2.7785
O -4.7818 2.0651 -1.6580
Cl -3.8650 0.9916 -1.9309
O -4.4819 0.0402 -2.8184
O -3.5041 0.3348 -0.7009
O -2.6703 1.5178 -2.5402

Computed properties:
* highest occupied orbital energy: -1.2483 eV
* calculated total energy: -3724.4681 a.u.
* ΔE to the lowest compared entry with this formula, charge and spin: 0.1555 eV
* strongest force on any atom: 1.17 eV/Å
* net charge: -2

=====

(4)
The following is a DFT calculation (ωB97M-V/def2-TZVPD) of a structure of composition C37H37F3N7O2RbS.

Geometry (Å):
Rb 0.5894 -0.2468 0.1290
O -2.0967 -0.2337 4.6404
C -1.3479 0.6817 5.2686
C -1.3306 0.6584 6.6683
C -0.5888 1.5834 7.3731
C 0.1551 2.5511 6.7020
C 0.1472 2.5662 5.3191
C -0.5914 1.6440 4.5793
C -0.5852 1.6575 3.0795
O -1.3429 0.8435 2.4690
N 0.2521 2.5408 2.5433
N 0.2205 2.5061 1.1789
C 1.0608 3.2672 0.5921
C 1.0974 3.3430 -0.8746
C 1.8891 4.3121 -1.4950
C 1.8804 4.4034 -2.8755
C 1.0872 3.5285 -3.6007
C 0.3440 2.5864 -2.8998
N 0.3395 2.4903 -1.5794
H -1.9760 -0.0533 3.6648
H -1.9108 -0.1064 7.1682
H -0.5825 1.5471 8.4571
H 0.7401 3.2760 7.2534
H 0.7271 3.2916 4.7656
H 1.7415 3.8975 1.1698
H 2.5004 4.9712 -0.8919
H 2.4923 5.1428 -3.3786
H 1.0604 3.5489 -4.6818
H -0.2753 1.8628 -3.4217
S -3.0857 0.2055 -1.5120
C -3.1206 1.7668 -0.8974
N -2.8778 2.0504 0.3844
C -2.9035 3.4072 0.8828
C -2.3172 4.3419 -0.1627
C -3.1271 4.2124 -1.4429
N -3.4600 2.8173 -1.6987
H -2.3662 1.3664 0.9390
H -2.3327 3.4315 1.8096
H -3.9372 3.7022 1.1105
H -1.2889 4.0384 -0.3440
H -2.3193 5.3770 0.1840
H -2.5530 4.5987 -2.2904
H -4.0489 4.8026 -1.3701
H -3.5899 2.5302 -2.6537
F 4.3214 -1.2622 3.0364
C 3.4696 -2.1062 2.4140
F 2.2166 -1.7135 2.7392
F 3.6553 -3.3249 2.9686
C 5.6220 -3.3168 -1.0948
C 4.8385 -2.0632 -1.3390
C 5.0410 -1.0765 -2.3049
C 3.9841 -0.1887 -2.0890
N 3.2297 -0.6092 -1.0717
N 3.7558 -1.7782 -0.6105
C 3.6437 1.0567 -2.8423
H 6.5901 -3.2766 -1.5999
H 5.0898 -4.1986 -1.4639
H 5.8039 -3.4711 -0.0280
H 5.8109 -1.0273 -3.0611
H 3.6130 -2.1087 1.3178
H 4.4259 1.2974 -3.5668
H 3.5267 1.9150 -2.1748
H 2.7074 0.9365 -3.3947
C 2.5830 -2.0017 -5.3718
C 1.5660 -1.0646 -5.2746
C 0.6284 -1.1590 -4.2553
C 0.6777 -2.1868 -3.3133
C 1.7126 -3.1189 -3.4204
C 2.6481 -3.0275 -4.4333
C -0.3392 -2.2519 -2.2433
C -0.4362 -3.1958 -1.3190
C -1.3154 -3.5506 -0.3028
C -2.5874 -4.1414 -0.5617
C -3.4162 -4.5507 0.4595
C -3.0698 -4.4097 1.8027
C -1.8347 -3.8240 2.0851
C -0.9858 -3.4109 1.0837
H 3.3268 -1.9269 -6.1568
H 1.5085 -0.2476 -5.9872
H -0.1615 -0.4177 -4.1720
H 1.7597 -3.9001 -2.6717
H 3.4517 -3.7544 -4.4864
H -1.0297 -1.3905 -2.2811
H -2.8965 -4.2608 -1.5938
H -4.3772 -4.9884 0.2000
H -3.7367 -4.7280 2.5934
H -1.5274 -3.6831 3.1166
H -0.0045 -3.0089 1.3194

Computed properties:
* highest occupied orbital energy: -0.3235 eV
* calculated total energy: -2687.8429 a.u.
* ΔE to the lowest compared entry with this formula, charge and spin: 0.0000 eV
* strongest force on any atom: 0.95 eV/Å
* net charge: -2

=====

(5)
The following is a DFT calculation (ωB97M-V/def2-TZVPD) of an isolated molecule of C5H10O in a non-equilibrium geometry.

Geometry (Å):
C -1.9767 -0.7905 0.2075
O -0.6695 -0.7698 0.6570
C -0.1185 0.4715 1.1167
C 1.2213 0.4617 0.4620
C 1.5038 0.9018 -0.9256
C 0.9249 -0.4378 -0.9534
H -2.2574 0.1115 -0.3644
H -2.0900 -1.6635 -0.4517
H -2.6252 -0.9007 1.0753
H -0.7608 1.3135 0.8160
H -0.0782 0.4314 2.2150
H 2.0681 0.1816 1.1045
H 2.5470 0.9407 -1.1797
H 0.8731 1.6834 -1.3304
H -0.0336 -0.5670 -1.5021
H 1.4717 -1.3679 -0.9467

Computed properties:
* highest occupied orbital energy: -8.1807 eV
* calculated total energy: -271.6276 a.u.
* structure (SMILES): COCC1CC1
* ΔE to the lowest compared entry with this formula, charge and spin: 3.4009 eV
* strongest force on any atom: 1.85 eV/Å